ORCA calculation (ωB97M-V with the def2-TZVPD basis set) on C6H10O in the gas phase in a non-equilibrium geometry.

Output
- E_HOMO: -9.01 eV
- Net charge: 0
- Energy above the lowest of the compared OMol25 structures with the same formula, charge and spin: 20.5 kcal/mol
- SMILES: O[C@@H]1C=CCCC1
- E_tot: -8430.350 eV
- Orbital gap: 9.89 eV
- Spin multiplicity: 1

Cartesian coordinates (Å):
O (-0.44429, 1.12967, 2.09142)
C (-0.37836, 1.14246, 0.67042)
C (1.03248, 0.87196, 0.13522)
C (1.18018, -0.65019, 0.03720)
C (0.20219, -1.26174, -1.10348)
C (-1.12633, -0.57086, -1.01705)
C (-1.39406, 0.25747, -0.00254)
H (-0.59648, 0.21928, 2.36817)
H (-0.68872, 2.16158, 0.40014)
H (1.74746, 1.38883, 0.79508)
H (1.15827, 1.29001, -0.86862)
H (0.91124, -1.01861, 1.05821)
H (2.20717, -0.99017, -0.10819)
H (0.44931, -1.43146, -2.18425)
H (0.07911, -2.29311, -0.75804)
H (-1.90785, -0.72256, -1.77103)
H (-2.42508, 0.44844, 0.26294)

Mulliken atomic charge list, values in e, 8 entries: O -0.5672; C -0.0168; C -0.6686; C -0.6806; C -0.5584; C -0.2760; C -0.5988; H 0.3928

---

ORCA calculation (ωB97M-V with the def2-TZVPD basis set) on a molecular structure, C4H2Cl4 in a non-equilibrium geometry.

Output
- E_HOMO: -10.53 eV
- Net charge: 0
- Energy above the lowest of the compared OMol25 structures with the same formula, charge and spin: 29.6 kcal/mol
- E_tot: -54267.281 eV
- Orbital gap: 10.23 eV
- Spin multiplicity: 1

Cartesian coordinates (Å):
C (1.35706, -0.07874, -0.03397)
C (0.07846, 0.02426, -0.05889)
C (2.67081, -0.81551, 0.03777)
C (2.63759, 0.67645, 0.00747)
Cl (3.39608, -1.58696, -1.45864)
Cl (2.97193, -1.61011, 1.54183)
Cl (3.31882, 1.56095, 1.32047)
Cl (2.95009, 1.69028, -1.37870)
H (-0.41979, 1.06701, -0.07242)
H (-0.76657, -0.80013, -0.16743)

Mulliken atomic charge list, values in e, 8 entries: C -0.1205; C -0.4209; C 0.4333; C 0.2188; Cl -0.1572; Cl -0.1133; Cl -0.1438; Cl -0.1355

---

ORCA calculation (ωB97M-V with the def2-TZVPD basis set) on 2 unconnected molecules or ions with the total composition CH8P2Si2 in a non-equilibrium geometry.

Output
- E_HOMO: -8.76 eV
- Net charge: 0
- Energy above the lowest of the compared OMol25 structures with the same formula, charge and spin: 22.9 kcal/mol
- SMILES: [SiH3]C#P.[SiH3]P
- E_tot: -35495.598 eV
- Orbital gap: 8.62 eV
- Spin multiplicity: 1

Cartesian coordinates (Å):
C (-1.65601, 0.80279, 0.25044)
Si (-2.20591, -0.90227, 0.68191)
Si (1.61798, 0.26465, -1.40713)
P (-1.17408, 2.26630, -0.04854)
P (1.30006, -0.02036, 0.76993)
H (-2.85330, -1.17604, -0.51567)
H (-3.03224, -1.03606, 1.85346)
H (-1.10127, -1.86025, 0.86881)
H (3.12877, 0.02247, -1.41038)
H (1.21408, 1.64136, -1.64543)
H (0.83441, -0.99793, -1.91784)
H (2.59275, -0.23069, 1.15779)
H (1.33476, 1.22602, 1.36266)

Mulliken atomic charge list, values in e, 8 entries: C 0.0208; Si 0.4922; Si 0.3748; P -0.1059; P -0.1913; H -0.1374; H -0.1372; H -0.0987

---

ORCA calculation (ωB97M-V with the def2-TZVPD basis set) on a molecular structure, C27H19BrN6O3Os in a non-equilibrium geometry.

Output
- E_HOMO: -14.30 eV
- Net charge: +2
- Energy above the lowest of the compared OMol25 structures with the same formula, charge and spin: 62.1 kcal/mol
- E_tot: -115883.857 eV
- Orbital gap: 7.00 eV
- Spin multiplicity: 1

Cartesian coordinates (Å):
Os (0.79458, -0.00299, 1.04238)
C (0.75764, 4.18764, 2.04010)
C (1.17390, 2.87174, 1.90525)
N (0.63876, 2.07864, 0.97448)
C (-0.34537, 2.59058, 0.19027)
C (-0.75076, 3.90621, 0.37780)
N (-0.20704, 4.69615, 1.28730)
C (-0.85880, 1.71463, -0.87004)
C (-1.63286, 2.07936, -1.95447)
C (-1.77756, 1.17666, -3.01454)
C (-1.02529, -0.00476, -2.98691)
C (-0.26739, -0.29474, -1.86912)
N (-0.30176, 0.50287, -0.80036)
C (0.76525, -1.33086, -1.74994)
C (1.06541, -2.27944, -2.70637)
N (2.11489, -3.08770, -2.58216)
C (2.87605, -2.96430, -1.51685)
C (2.58562, -2.02229, -0.52538)
N (1.53654, -1.21168, -0.63667)
C (-2.63273, 1.51323, -4.17417)
C (-3.79821, 2.24968, -3.99518)
C (-4.58155, 2.53564, -5.10512)
N (-4.25995, 2.14820, -6.33390)
C (-3.14288, 1.45102, -6.50649)
C (-2.30050, 1.10233, -5.45994)
H (1.20696, 4.82791, 2.78777)
H (1.91679, 2.45077, 2.56258)
H (-1.54442, 4.32591, -0.22765)
H (-2.07282, 3.06302, -2.02892)
H (-1.02945, -0.66848, -3.83950)
H (0.45863, -2.39771, -3.59449)
H (3.72981, -3.62682, -1.42604)
H (4.22959, -2.02218, 0.49874)
H (-4.12211, 2.56521, -3.01153)
H (-5.50301, 3.09474, -4.99889)
H (-2.90641, 1.16005, -7.52272)
H (-1.38763, 0.55911, -5.66721)
C (3.37711, -0.04654, 2.77987)
C (2.27399, -0.19592, 1.85797)
O (3.27894, -1.87436, 0.60606)
H (4.16418, -0.78990, 2.67217)
H (2.94986, -0.13787, 3.78626)
H (3.82565, 0.94540, 2.67681)
Br (-1.02475, -1.83418, 1.31041)
C (-0.35048, -2.52069, 2.99605)
C (-0.36618, -3.89208, 3.12121)
C (0.09482, -4.43838, 4.31308)
C (0.54044, -3.60368, 5.32470)
C (0.51934, -2.22754, 5.15879)
C (0.07115, -1.63548, 3.97550)
C (0.05415, -0.10760, 3.97684)
O (0.07199, 0.44658, 5.04318)
O (0.04388, 0.59976, 2.85671)
H (-0.73357, -4.52281, 2.32375)
H (0.09198, -5.51213, 4.44194)
H (0.89091, -4.02305, 6.25781)
H (0.82462, -1.56693, 5.95878)

Mulliken atomic charge list, values in e, 8 entries: Os 1.5911; C -0.4749; C 0.0521; N -0.3633; C 0.0320; C -0.1495; N -0.5139; C 0.7242

---

ORCA calculation (ωB97M-V with the def2-TZVPD basis set) on a gas-phase ion, C4H10NO (charge +1) in a non-equilibrium geometry.

Output
- E_HOMO: -14.78 eV
- Net charge: +1
- Energy above the lowest of the compared OMol25 structures with the same formula, charge and spin: 61.0 kcal/mol
- SMILES: C=C[C@H]([NH3+])OC
- E_tot: -7838.672 eV
- Orbital gap: 11.21 eV
- Spin multiplicity: 1

Cartesian coordinates (Å):
C (-2.37907, 0.66028, -0.11139)
C (-1.32557, 0.34398, 0.67517)
C (2.16642, 0.90138, -0.22022)
C (-0.01334, 0.05065, 0.01320)
N (0.05453, -1.64254, 0.03959)
O (1.10574, 0.52450, 0.53346)
H (-3.43552, 0.72401, 0.38660)
H (-2.39864, 0.99070, -1.08496)
H (-1.50519, -0.03015, 1.75137)
H (2.15012, 0.41525, -1.24214)
H (3.19036, 0.64638, 0.38364)
H (2.18256, 2.04628, -0.32724)
H (-0.06121, 0.25853, -1.01118)
H (-0.70139, -2.08259, -0.42666)
H (0.89475, -2.01342, -0.48497)
H (0.07546, -1.79322, 1.12572)

Mulliken atomic charge list, values in e, 8 entries: C -0.7052; C -0.1347; C -0.6109; C -0.0186; N -0.4569; O -0.3493; H 0.2242; H 0.3263

---

ORCA calculation (ωB97M-V with the def2-TZVPD basis set) on a molecular structure, C23H26Cl3IrN5OSiTe.

Output
- E_HOMO (alpha / beta): -11.13 / -11.87 eV
- Net charge: +1
- Energy above the lowest of the compared OMol25 structures with the same formula, charge and spin: 18.3 kcal/mol
- E_tot: -89341.564 eV
- Orbital gap (alpha / beta): 7.45 / 5.94 eV
- Spin multiplicity: 5

Cartesian coordinates (Å):
Ir (0.41020, 0.63703, 0.60064)
Cl (2.34632, 3.41475, 1.69141)
Si (2.09876, 2.18491, 0.08764)
Cl (1.60032, 3.31950, -1.53041)
Cl (3.87943, 1.26253, -0.25982)
N (1.10337, -0.57740, 2.24860)
C (1.06081, -0.39716, 3.43845)
N (0.93609, -0.28559, 4.65318)
C (1.60163, 0.18024, 5.70642)
N (2.11556, 0.58625, 6.65884)
N (-1.19408, 2.78931, 2.21777)
C (-0.58724, 2.00859, 1.63929)
H (-1.66824, 3.51865, 2.72375)
C (1.40081, 0.02326, -2.88881)
C (1.40948, -1.06244, -1.85242)
O (1.68223, -2.21050, -2.14800)
N (1.12232, -0.72756, -0.51894)
Te (1.54066, -2.87134, 0.67183)
C (2.52538, -4.45054, 1.76152)
C (3.70310, -4.99023, 1.24933)
C (4.40928, -4.52548, -0.00923)
C (4.24577, -6.06516, 1.95203)
C (3.67403, -6.55089, 3.12022)
C (4.29410, -7.70033, 3.86934)
C (2.51955, -5.93858, 3.60848)
C (1.92618, -4.87107, 2.95839)
C (0.68068, -4.23195, 3.53750)
C (-0.27093, -3.86072, 0.24666)
C (-1.48589, -3.31133, 0.67205)
C (-1.59318, -2.01413, 1.44490)
C (-2.65334, -4.00143, 0.37402)
C (-2.63929, -5.21516, -0.30570)
C (-3.91615, -5.95158, -0.61478)
C (-1.41167, -5.72455, -0.71523)
C (-0.21450, -5.06888, -0.46893)
C (1.06658, -5.68572, -0.98886)
H (1.39698, -0.43650, -3.87073)
H (2.31107, 0.61754, -2.77553)
H (0.54303, 0.68672, -2.77081)
H (3.91708, -3.68611, -0.49529)
H (4.46886, -5.33667, -0.73749)
H (5.43023, -4.21784, 0.22281)
H (5.14726, -6.53228, 1.56202)
H (5.11833, -8.14200, 3.31084)
H (3.55588, -8.47852, 4.06920)
H (4.68047, -7.36191, 4.83344)
H (2.07258, -6.29919, 4.53208)
H (0.59941, -4.44200, 4.60270)
H (-0.21984, -4.61748, 3.04863)
H (0.69450, -3.14503, 3.41778)
H (-0.94479, -1.99171, 2.32317)
H (-2.61770, -1.83722, 1.76479)
H (-1.32225, -1.17070, 0.80467)
H (-3.60263, -3.58370, 0.69649)
H (-4.76298, -5.51959, -0.08289)
H (-3.83606, -7.00435, -0.33864)
H (-4.13089, -5.90987, -1.68510)
H (-1.38232, -6.67100, -1.25093)
H (0.84819, -6.38194, -1.79622)
H (1.58346, -6.24018, -0.20121)
H (1.74815, -4.92966, -1.38323)

Mulliken atomic charge list, values in e, 8 entries: Ir 0.6634; Cl -0.2024; Si 0.3888; Cl -0.2212; Cl -0.1951; N -0.8336; C 0.6290; N -0.5636

---

> Which formula does entry 3 have?

CH8P2Si2

---

> Look up the energy above the lowest of the compared OMol25 structures with the same formula, charge and spin of the sixth one.

18.3 kcal/mol

---

> Which of these has the highest E_tot?

C4H10NO